DFT (ωB97M-V/def2-TZVPD) results for a cluster of 8 separate species, C38H81F4N9O9S4 in total.

Geometry as ORCA input:
```
! wB97M-V def2-TZVPD RIJCOSX def2/J DEFGRID3
* xyz 1 2
C -0.025 1.238 -0.657
C 0.468 1.554 0.795
O 0.214 0.600 1.801
H -1.101 1.354 -0.787
H 0.244 0.224 -0.955
H 0.448 1.952 -1.331
H -0.149 2.412 1.065
H 1.538 1.755 0.827
C -7.664 1.565 0.691
C -6.533 0.568 0.358
N -5.356 0.893 1.128
C -4.362 1.821 0.816
C -3.235 1.636 1.530
N -3.624 0.941 2.624
C -4.784 0.241 2.266
C -2.808 0.631 3.817
H -8.563 1.297 0.136
H -7.470 2.591 0.378
H -7.854 1.470 1.760
H -6.237 0.715 -0.681
H -6.858 -0.457 0.535
H -4.582 2.467 -0.021
H -2.260 2.098 1.557
H -5.229 -0.653 2.679
H -1.824 0.250 3.542
H -3.279 -0.157 4.405
H -2.649 1.480 4.481
C 3.748 3.039 6.868
C 3.876 4.306 5.993
N 3.745 4.060 4.556
C 2.577 3.724 3.900
C 2.806 3.718 2.568
N 4.103 4.085 2.300
C 4.663 4.392 3.565
C 4.769 4.136 1.023
H 2.797 2.508 6.816
H 3.997 3.101 7.927
H 4.486 2.350 6.456
H 4.726 4.923 6.285
H 3.015 4.922 6.252
H 1.758 3.405 4.528
H 2.201 3.437 1.719
H 5.669 4.704 3.804
H 5.372 5.020 0.817
H 4.056 3.984 0.213
H 5.581 3.411 0.965
C -4.121 -4.220 0.465
C -3.917 -2.821 -0.075
C -3.489 -3.123 -1.496
N -3.511 -1.826 -2.285
C -4.912 -1.130 -2.561
C -3.073 -2.167 -3.732
C -2.412 -0.972 -4.213
C -1.735 -0.185 -3.059
C -2.526 -0.704 -1.799
H -3.277 -4.898 0.334
H -4.984 -4.719 0.024
H -4.353 -4.282 1.528
H -3.102 -2.312 0.440
H -4.792 -2.174 -0.018
H -4.226 -3.671 -2.084
H -2.452 -3.440 -1.390
H -5.583 -1.818 -3.077
H -4.731 -0.321 -3.268
H -5.332 -0.862 -1.591
H -3.841 -2.563 -4.395
H -2.293 -2.927 -3.677
H -3.119 -0.262 -4.644
H -1.733 -1.199 -5.035
H -1.763 0.903 -3.114
H -0.691 -0.464 -2.924
H -3.033 0.099 -1.264
H -1.946 -1.116 -0.973
C 1.345 -0.586 -4.988
C 2.305 -0.982 -3.867
C 2.715 0.311 -3.136
N 3.799 0.062 -2.061
C 3.286 -0.950 -0.979
C 5.179 -0.530 -2.596
C 6.331 0.153 -1.779
C 5.687 1.188 -0.904
C 4.255 1.428 -1.533
H 1.890 -0.365 -5.906
H 0.547 0.112 -4.734
H 0.783 -1.481 -5.258
H 3.168 -1.616 -4.068
H 1.807 -1.632 -3.148
H 1.862 0.749 -2.619
H 3.169 1.040 -3.808
H 3.097 -1.857 -1.554
H 2.453 -0.429 -0.508
H 4.005 -1.251 -0.218
H 5.041 -1.604 -2.470
H 5.246 -0.159 -3.619
H 6.953 -0.519 -1.188
H 6.849 0.766 -2.517
H 5.577 0.750 0.088
H 6.314 2.079 -0.947
H 3.479 1.788 -0.858
H 4.229 2.099 -2.392
C 2.745 -7.554 2.114
C 1.599 -6.446 2.155
C 2.059 -4.996 1.948
N 1.078 -3.925 2.375
C 1.819 -2.586 2.110
C 0.791 -3.901 3.910
C -0.811 -3.672 4.038
C -1.210 -3.035 2.662
C -0.392 -3.904 1.726
H 3.099 -7.638 1.087
H 2.498 -8.528 2.537
H 3.657 -7.122 2.526
H 1.038 -6.706 3.053
H 0.894 -6.785 1.396
H 2.191 -4.853 0.875
H 2.975 -4.773 2.495
H 2.826 -2.670 2.521
H 1.416 -1.667 2.535
H 1.846 -2.469 1.027
H 1.524 -3.291 4.437
H 1.053 -4.848 4.382
H -1.031 -2.958 4.831
H -1.380 -4.584 4.218
H -0.967 -1.974 2.609
H -2.279 -3.145 2.480
H -0.358 -3.438 0.741
H -0.708 -4.944 1.648
N 3.128 4.753 -2.152
S 3.700 4.983 -3.511
O 3.586 6.234 -4.262
O 3.769 3.778 -4.342
F 5.242 5.006 -2.978
S 1.549 5.286 -2.464
O 0.842 4.725 -3.614
O 1.286 6.712 -2.218
F 0.858 4.666 -1.126
N -4.651 2.442 -2.382
S -5.446 2.513 -3.751
O -4.906 1.830 -4.897
O -6.375 3.619 -3.991
F -6.559 1.497 -3.303
S -3.612 3.601 -2.927
O -3.955 4.983 -2.755
O -2.670 3.337 -3.978
F -2.600 3.343 -1.648
*
```

Its largest force on an atom is 9.243 eV/Å. Its total energy is -4657.92541 Eh. Its expectation value of S² is 0.757.

Mulliken atomic charge list, values in e, 99 entries: 1.2299 -0.6681 -0.9508 -0.5949 -0.1390 -0.0520 0.6319 -0.3541 -1.4565 0.2054 0.5306 -0.3751 -0.9588 0.1016 -0.8404 -0.7113 0.4696 0.3158 0.3645 -0.2951 0.4015 0.7955 0.4113 0.5258 0.0847 0.3615 0.3170 -1.1093 -0.4882 0.2484 -0.8412 -0.2582 0.3439 -0.3176 -0.5819 0.3238 0.3695 0.3285 0.3967 0.3203 0.5530 0.6000 0.4021 0.3819 0.0334 0.3553 -1.6250 1.4222 -0.9992 0.7841 -0.2989 -0.8253 -0.7462 1.0257 -0.1007 0.3526 0.4612 0.4038 -0.0692 -0.5017 0.3662 0.3369 0.3567 0.2332 -0.2804 0.3768 0.4418 0.2145 0.4912 0.2802 -0.7614 -0.5347 0.0039 -1.5192 -0.5861 -0.0464 0.8028 -1.2336 -0.6672 -0.9876 -0.7910 -0.1021 0.4744 0.3484 0.4104 0.5723 0.3419 -0.2555 0.5047 0.5792 -0.0734 0.5827 0.4571 0.3694 0.3837 0.3720 0.3436 0.5239 0.0074



DFT (ωB97M-V/def2-TZVPD) results for a cluster of 2 separate species, C4H4N2O in total.

Geometry as ORCA input:
```
! wB97M-V def2-TZVPD RIJCOSX def2/J DEFGRID3
* xyz 0 1
C 0.613 -0.407 1.842
C -0.793 -0.215 -2.039
C 1.743 0.142 2.128
C -2.024 0.249 -1.900
N 1.363 -0.247 -1.088
N 0.268 -0.130 -1.433
O -0.328 -1.105 1.751
H 2.376 0.756 1.439
H 2.235 -0.066 3.020
H -2.515 0.973 -1.190
H -2.939 0.050 -2.530
*
```

Its largest force on an atom is 6.147 eV/Å. Its total energy is -339.38637 Eh. The value obtained for the energy relative to the best compared isomer or geometry (same formula, charge and spin) is 122.6 kcal/mol.

natural (NBO) analysis output, partial charges in e: 0.7108 -0.0499 -0.7819 -0.3452 -0.0223 0.0197 -0.4679 0.2723 0.2615 0.1975 0.2054



DFT (ωB97M-V/def2-TZVPD) results for an isolated molecule of C11H8OS2.

Geometry as ORCA input:
```
! wB97M-V def2-TZVPD RIJCOSX def2/J DEFGRID3
* xyz 0 1
C 1.640 -1.795 -2.071
C 1.190 -0.889 -1.464
C -2.388 2.124 -1.319
C 1.312 -1.547 2.776
C -1.105 2.052 -0.840
C 1.703 -0.684 1.753
C -2.975 0.994 -1.723
C -0.020 -1.754 2.761
C -0.625 0.761 -1.035
C 0.728 -0.383 0.907
C 0.756 0.184 -0.514
O 1.536 1.334 -0.627
S -1.868 -0.284 -1.557
S -0.829 -1.029 1.445
H 1.807 -2.573 -2.839
H -3.048 3.039 -1.388
H 2.116 -1.784 3.484
H -0.488 2.879 -0.635
H 2.711 -0.471 1.478
H -3.980 1.066 -1.828
H -0.497 -2.294 3.451
H 2.324 1.058 -0.213
*
```

Its largest force on an atom is 4.060 eV/Å. Its total energy is -1295.43282 Eh. The value obtained for the energy relative to the best compared isomer or geometry (same formula, charge and spin) is 40.6 kcal/mol. The SMILES is C#CC(O)(c1cccs1)c1cccs1.

natural (NBO) analysis output, partial charges in e: -0.1920 -0.0622 -0.2314 -0.2520 -0.2593 -0.2579 -0.4469 -0.3930 -0.2072 -0.1747 0.1308 -0.6619 0.4934 0.4467 0.2479 0.2163 0.2285 0.2414 0.2118 0.2373 0.2195 0.4647



DFT (ωB97M-V/def2-TZVPD) results for the ion C6H14N2 with charge +1.

Geometry as ORCA input:
```
! wB97M-V def2-TZVPD RIJCOSX def2/J DEFGRID3
* xyz 1 2
C 1.511 0.554 0.483
C 0.958 1.183 -0.955
C -0.535 1.265 -0.981
C -1.151 0.253 -0.068
C -1.005 -1.036 -0.340
N -1.709 -2.080 0.420
C -0.678 -2.798 1.186
N 1.480 2.587 -0.998
H 2.517 1.123 0.464
H 1.516 -0.524 0.541
H 0.976 0.863 1.413
H 1.336 0.652 -1.831
H -0.969 1.224 -1.894
H -0.908 2.258 -0.587
H -1.690 0.638 0.794
H -0.567 -1.357 -1.275
H -2.461 -1.866 1.048
H -1.102 -3.629 1.661
H -0.394 -2.267 2.048
H 0.105 -3.195 0.637
H 1.509 2.954 -0.006
H 1.261 3.199 -1.759
*
```

Its largest force on an atom is 5.226 eV/Å. Its total energy is -346.12094 Eh. Its expectation value of S² is 0.763. The value obtained for the energy relative to the best compared isomer or geometry (same formula, charge and spin) is 61.7 kcal/mol.

natural (NBO) analysis output, partial charges in e: -0.6562 -0.0350 -0.4914 0.0139 0.0334 -0.3789 -0.4420 -0.7938 0.2599 0.2208 0.2154 0.2213 0.2521 0.2405 0.2328 0.2388 0.4027 0.2298 0.2192 0.2322 0.3855 0.3987